No. 1
Here is a 7-piece molecular cluster, C55H120F3N6O3S overall from the OMol25 dataset. Energies are from ωB97M-V/def2-TZVPD.

```
! RIJCOSX wB97M-V def2-TZVPD def2/J DEFGRID3
* xyz 5 1
C -6.2803 2.2308 -6.6443
C -5.5291 3.3183 -5.8517
C -4.4637 2.6597 -4.9585
N -3.6475 3.6125 -4.0745
C -2.7746 2.7624 -3.1690
C -1.8641 3.5782 -2.2845
C -2.6217 4.6441 -1.4908
C -3.7079 5.3990 -2.3016
C -4.5509 4.5452 -3.2787
C -2.7637 4.4669 -4.9843
H -5.6488 1.7711 -7.4040
H -7.2070 2.6599 -7.0144
H -6.5832 1.3591 -6.0572
H -6.2107 3.8417 -5.1770
H -5.1287 4.1211 -6.4694
H -3.7549 2.1779 -5.6336
H -4.8483 1.9528 -4.2261
H -3.5269 2.2070 -2.5992
H -2.2864 1.9530 -3.7126
H -1.3457 2.9771 -1.5307
H -1.0859 4.0537 -2.8907
H -3.0753 4.1324 -0.6387
H -1.9797 5.4125 -1.0612
H -4.3577 5.8709 -1.5666
H -3.2310 6.2075 -2.8539
H -5.2892 3.9051 -2.7997
H -5.0043 5.1569 -4.0527
H -3.4651 5.0454 -5.5724
H -2.1292 3.7762 -5.5335
H -2.1328 5.0528 -4.3282
C -4.3291 -9.0846 1.1108
C -3.6550 -7.8169 1.5526
C -4.6245 -6.6363 1.3517
N -4.1469 -5.3518 2.0140
C -2.7420 -4.8957 1.5418
C -2.7695 -4.5371 0.0444
C -3.7469 -3.4046 -0.1340
C -5.1693 -3.8232 0.2973
C -5.2277 -4.3022 1.7238
C -4.0889 -5.5020 3.5269
H -4.2574 -9.1422 0.0172
H -5.4065 -9.1418 1.2720
H -3.8932 -10.0224 1.4483
H -2.7312 -7.5715 1.0280
H -3.4483 -7.8480 2.6268
H -5.6002 -6.9005 1.7531
H -4.6800 -6.4627 0.2800
H -2.1034 -5.6930 1.9211
H -2.5090 -4.0693 2.2191
H -3.0708 -5.4754 -0.4164
H -1.7813 -4.1759 -0.2386
H -3.9170 -3.1521 -1.1841
H -3.4355 -2.4640 0.3202
H -5.5257 -4.6772 -0.2873
H -5.9535 -3.0767 0.1719
H -6.2362 -4.6750 1.8914
H -4.9603 -3.4671 2.3749
H -4.0299 -4.4915 3.9154
H -3.2549 -6.1379 3.8047
H -5.0146 -6.0013 3.8047
C 0.0447 -7.0066 -0.1632
C 1.0019 -5.9335 0.5020
C 1.3186 -4.8692 -0.5348
N 2.1800 -3.6876 -0.0694
C 3.3755 -4.2518 0.6463
C 4.4444 -3.2202 0.9889
C 4.7974 -2.3367 -0.2176
C 3.5377 -1.7704 -0.8995
C 2.5482 -2.8485 -1.2785
C 1.4199 -2.8530 0.9264
H 0.6897 -7.4830 -0.8984
H -0.8565 -6.5001 -0.4927
H -0.1478 -7.7458 0.6121
H 1.8902 -6.4948 0.7843
H 0.4828 -5.5957 1.4016
H 0.4279 -4.3891 -0.9365
H 1.8696 -5.4273 -1.2922
H 3.8144 -4.9656 -0.0593
H 3.1091 -4.9010 1.4769
H 5.2605 -3.8720 1.3078
H 4.2179 -2.5897 1.8494
H 5.3926 -2.8501 -0.9738
H 5.4136 -1.5131 0.1408
H 3.7463 -1.1078 -1.7409
H 2.9668 -1.0862 -0.2572
H 3.0174 -3.5084 -2.0106
H 1.6167 -2.4618 -1.6891
H 1.2123 -3.4100 1.8365
H 0.4801 -2.6019 0.4344
H 1.9218 -1.9319 1.2026
C 4.8143 1.3928 0.8972
C 4.3644 2.8083 1.3440
C 3.2852 3.3765 0.4265
N 2.6043 4.6276 1.0357
C 1.9337 4.2573 2.3828
C 0.9424 5.2300 2.9626
C 0.0425 5.8813 1.9195
C 0.7472 6.3343 0.6502
C 1.6147 5.2286 0.0344
C 3.6384 5.6834 1.4268
H 3.9516 0.9140 0.4326
H 5.1287 0.8428 1.7839
H 5.7090 1.4440 0.2796
H 5.2631 3.4278 1.3506
H 4.1087 2.7234 2.3991
H 2.3773 2.7763 0.3926
H 3.5947 3.6513 -0.5795
H 1.4227 3.3094 2.2013
H 2.6594 4.1372 3.1854
H 0.2451 4.7203 3.6319
H 1.3315 6.0391 3.5847
H -0.6834 5.1573 1.5292
H -0.5479 6.6573 2.4033
H -0.0502 6.6352 -0.0313
H 1.3629 7.2348 0.7171
H 0.9381 4.4300 -0.2844
H 2.1887 5.5033 -0.8495
H 4.1722 5.7704 0.4765
H 4.2872 5.3345 2.2183
H 3.1823 6.6530 1.5924
C 1.4804 -0.7017 -8.0283
C 1.4971 0.7325 -7.5214
C 2.4200 0.9379 -6.3239
N 2.1400 2.2167 -5.5550
C 0.7742 2.1835 -4.8360
C 0.7291 1.2333 -3.6456
C 1.8631 1.4384 -2.6585
C 3.2061 1.4565 -3.3702
C 3.2307 2.4323 -4.5103
C 2.0870 3.4204 -6.4433
H 2.4995 -0.9995 -8.2880
H 0.8168 -0.8860 -8.8666
H 1.1918 -1.3631 -7.2076
H 0.4615 0.9059 -7.1928
H 1.5934 1.5036 -8.2863
H 3.4504 0.9663 -6.6803
H 2.3053 0.1482 -5.5852
H 0.0523 2.0834 -5.6429
H 0.5751 3.1644 -4.3941
H 0.7401 0.1745 -3.9228
H -0.2181 1.3629 -3.1207
H 1.7216 0.6681 -1.8984
H 1.7228 2.3667 -2.0908
H 3.5611 0.4932 -3.7527
H 3.9635 1.7016 -2.6211
H 4.1558 2.3113 -5.0720
H 3.1023 3.4336 -4.0976
H 2.9275 3.2828 -7.1245
H 2.0922 4.3083 -5.8207
H 1.1990 3.4291 -7.0725
C -1.7581 -1.1648 6.0391
C -0.6349 -0.2287 5.5920
C 0.7952 -0.7977 5.7375
N 1.8590 0.2198 5.8634
C 1.6686 1.2122 7.0038
C 1.8663 0.4990 8.3418
C 3.2346 -0.0796 8.4616
C 3.4878 -1.1047 7.3270
C 3.2121 -0.5088 5.9595
C 1.9327 1.1054 4.6245
H -2.6375 -0.6009 6.3412
H -1.4512 -1.8471 6.8329
H -2.0682 -1.7978 5.2050
H -0.6902 0.7832 5.9846
H -0.7822 -0.1279 4.5149
H 1.0471 -1.3178 4.8085
H 0.8120 -1.5852 6.4902
H 0.7289 1.7529 6.9509
H 2.4468 1.9596 6.8454
H 1.0903 -0.2666 8.4367
H 1.6838 1.1801 9.1745
H 3.4757 -0.4053 9.4694
H 4.0325 0.6163 8.1702
H 2.9299 -2.0479 7.4100
H 4.4942 -1.5299 7.2976
H 3.2209 -1.2047 5.1253
H 4.0212 0.2203 5.8587
H 1.8785 0.5581 3.6818
H 2.8418 1.6828 4.7466
H 1.0460 1.7376 4.5997
C -1.7301 0.3459 1.6809
F -2.8789 0.2709 1.0294
F -1.8355 1.3302 2.5687
F -1.4705 -0.7958 2.3048
S -0.3004 0.8507 0.5107
O 0.9158 0.3976 1.2069
O -0.5853 0.1461 -0.7304
O -0.2599 2.3171 0.4624
*
```

* HOMO: -19.4693 eV

=====

No. 2
Here is C7H11N as an isolated structure from the OMol25 dataset. Energies are from ωB97M-V/def2-TZVPD.

```
! RIJCOSX wB97M-V def2-TZVPD def2/J DEFGRID3
* xyz 0 1
C -0.1538 -0.6472 1.4899
C 0.2330 -0.0634 0.2276
C -0.4268 2.0641 -0.0687
C 2.5732 -0.1660 -0.9073
C 1.5273 -0.6641 -0.0093
C -0.8233 -0.4960 -0.8185
C -2.2098 -0.6860 -0.8084
H -0.7805 0.0136 2.1605
H -1.0776 -1.7026 1.2035
H 0.8396 -0.9717 2.3814
H -1.2547 1.5549 -0.8091
H -0.6113 3.2499 0.2568
H 3.4758 -0.7498 -0.7390
H 2.6374 1.0339 -1.4575
H 1.4013 -1.8170 0.3218
H -0.1610 -0.0741 -1.6591
H -2.6571 -0.9562 0.2536
H -2.9673 -0.3198 -1.6155
N 0.4355 1.3975 0.5971
*
```

* HOMO: -9.1966 eV

=====

No. 3
Here is C4H2O5Y as an isolated structure from the OMol25 dataset. Energies are from ωB97M-V/def2-TZVPD.

```
! RIJCOSX wB97M-V def2-TZVPD def2/J DEFGRID3
* xyz 2 2
C 3.5599 -0.9742 0.0537
O 4.1691 -1.9411 0.1838
O 2.9404 0.0052 -0.0729
O 0.2483 1.9012 0.1259
C -0.6947 1.2083 0.4495
O -0.8030 -0.0214 -0.0021
Y 2.2091 2.1826 -1.2324
H -1.5116 1.5699 1.0956
O -3.6074 -0.6635 -1.3977
C -2.7094 -0.7743 -0.6703
C -1.9765 -0.7885 0.4487
H -1.8243 -1.7042 1.0182
*
```

* HOMO (alpha / beta): -16.0420 / -16.2832 eV
* ⟨S²⟩: 0.751

=====

Values for ΔE to the lowest compared entry with this formula, charge and spin, kcal/mol, ordered as above
0.0, 209.9, 0.0